Entry 1:
This record from the Open Molecules 2025 dataset describes a molecular structure, C7H16N2O at a distorted geometry. The level of theory is ωB97M-V/def2-TZVPD.

Cartesian coordinates (Å):
C  0.50  -1.32  -0.03
C  -0.39  2.91  0.34
C  0.04  -2.01  1.24
C  -0.25  -1.80  -1.26
C  -1.99  0.78  -0.31
C  -0.59  1.10  0.06
C  0.54  0.56  0.32
N  1.94  -1.61  -0.20
N  1.80  0.91  0.72
O  -0.89  3.56  -0.80
H  -0.29  3.33  -1.53
H  2.24  -1.27  -1.12
H  2.12  -2.61  -0.17
H  2.41  0.08  0.65
H  1.82  1.30  1.65
H  0.64  3.21  0.54
H  -1.00  3.16  1.20
H  0.59  -1.65  2.12
H  0.21  -3.10  1.20
H  -1.02  -1.86  1.42
H  -1.33  -1.77  -1.13
H  -0.02  -2.85  -1.49
H  0.01  -1.21  -2.15
H  -2.07  0.63  -1.39
H  -2.65  1.63  -0.08
H  -2.37  -0.09  0.21

Calculated values
Frontier orbital gap = 0.3222 Eh
LUMO level = 0.844 eV
2S+1 = 1
ΔE to the lowest compared entry with this formula, charge and spin = 86.12 kcal/mol

Entry 2:
This record from the Open Molecules 2025 dataset describes 14 unconnected molecules or ions with the total composition C33H45BClF9N13O3P. The level of theory is ωB97M-V/def2-TZVPD.

Cartesian coordinates (Å):
O  1.96  2.30  -6.18
C  2.75  1.50  -5.82
Cl  4.42  1.58  -6.41
C  2.47  0.32  -4.91
P  3.92  -0.21  -3.88
C  3.86  -2.03  -4.07
B  2.78  -2.84  -3.25
O  1.66  -3.37  -3.84
O  2.94  -3.07  -1.91
C  3.15  0.23  -2.23
F  1.94  -0.32  -1.97
F  2.93  1.57  -2.33
C  4.09  0.00  -1.02
F  4.88  -1.05  -1.28
F  4.88  1.08  -0.86
C  3.42  -0.28  0.37
F  2.72  -1.42  0.33
F  4.43  -0.45  1.23
C  2.48  0.84  0.93
F  2.74  2.03  0.38
F  1.20  0.53  0.68
F  2.64  0.93  2.25
H  2.18  -0.50  -5.57
H  1.61  0.62  -4.30
H  3.67  -2.17  -5.14
H  4.88  -2.40  -3.89
H  1.56  -3.13  -4.77
H  2.11  -3.02  -1.43
C  -1.89  1.24  -0.64
C  -1.25  1.12  -1.94
N  -0.75  1.01  -2.96
H  -2.95  0.99  -0.71
H  -1.43  0.58  0.09
H  -1.82  2.27  -0.27
C  -0.31  -0.91  3.28
C  -1.53  -1.12  2.52
N  -2.49  -1.29  1.91
H  0.15  0.04  3.02
H  -0.50  -0.91  4.35
H  0.41  -1.71  3.07
C  -4.26  4.87  -1.43
C  -3.59  4.65  -0.16
N  -3.02  4.46  0.82
H  -3.74  5.63  -2.01
H  -4.29  3.95  -2.01
H  -5.29  5.21  -1.27
C  2.99  -1.60  5.65
C  1.66  -1.19  6.07
N  0.61  -0.86  6.41
H  3.68  -1.56  6.49
H  2.99  -2.61  5.25
H  3.36  -0.92  4.88
C  -4.90  -0.79  4.08
C  -6.08  0.05  4.23
N  -7.04  0.65  4.40
H  -5.19  -1.83  4.00
H  -4.31  -0.51  3.22
H  -4.27  -0.71  4.97
C  4.32  -5.99  3.79
C  4.75  -4.92  4.68
N  5.10  -4.07  5.37
H  3.36  -5.73  3.33
H  5.05  -6.15  3.01
H  4.20  -6.91  4.36
C  -4.24  0.03  -4.77
C  -4.30  0.95  -3.64
N  -4.35  1.67  -2.75
H  -3.36  0.25  -5.37
H  -4.18  -0.99  -4.41
H  -5.13  0.14  -5.39
C  -8.85  -2.13  5.79
C  -8.40  -3.51  5.79
N  -8.04  -4.60  5.78
H  -8.37  -1.57  4.99
H  -9.93  -2.08  5.65
H  -8.61  -1.64  6.74
C  1.96  1.50  -9.93
C  2.02  0.12  -9.48
N  2.07  -0.96  -9.09
H  1.70  2.15  -9.10
H  2.93  1.81  -10.32
H  1.22  1.60  -10.72
C  1.87  1.86  8.89
C  2.96  1.33  8.08
N  3.79  0.92  7.41
H  2.22  2.06  9.90
H  1.50  2.79  8.46
H  1.06  1.13  8.93
C  -5.72  -5.79  3.17
C  -4.91  -4.77  3.83
N  -4.28  -3.97  4.35
H  -6.68  -5.37  2.87
H  -5.20  -6.17  2.29
H  -5.90  -6.61  3.86
C  -3.33  8.77  -1.70
C  -4.54  8.60  -2.49
N  -5.50  8.46  -3.10
H  -2.85  9.72  -1.94
H  -3.57  8.76  -0.63
H  -2.62  7.97  -1.91
C  8.48  1.48  -4.93
C  8.05  0.09  -4.80
N  7.71  -1.00  -4.71
H  8.62  1.92  -3.95
H  9.42  1.52  -5.48
H  7.73  2.05  -5.47

Calculated values
Frontier orbital gap = 0.3489 Eh
LUMO level = 0.198 eV
2S+1 = 1

Entry 3:
This record from the Open Molecules 2025 dataset describes 2 unconnected molecules or ions with the total composition H4OS. The level of theory is ωB97M-V/def2-TZVPD.

Cartesian coordinates (Å):
S  -1.04  0.08  -1.77
H  -1.89  -0.69  -1.08
H  -0.43  0.61  -0.70
H  1.54  -0.29  0.55
H  1.01  0.48  1.83
O  0.80  -0.19  1.16

Calculated values
Structure (SMILES) = O.S
Frontier orbital gap = 0.3750 Eh
LUMO level = 0.709 eV
2S+1 = 1
ΔE to the lowest compared entry with this formula, charge and spin = 1.33 kcal/mol

Entry 4:
This record from the Open Molecules 2025 dataset describes a molecular structure, C12H13AlClO at a distorted geometry. The level of theory is ωB97M-V/def2-TZVPD.

Cartesian coordinates (Å):
C  3.05  0.06  -0.85
C  2.06  0.92  -1.45
C  0.96  0.14  -1.82
H  2.21  1.97  -1.70
C  1.18  -1.20  -1.46
C  2.52  -1.31  -0.93
H  3.14  -2.20  -0.95
H  4.09  0.32  -0.65
H  0.08  0.49  -2.38
H  0.57  -2.05  -1.78
Al  1.90  -0.28  0.81
Cl  1.28  1.61  1.51
C  -2.62  1.18  0.70
C  -2.86  0.09  -0.18
C  -2.50  0.51  -1.49
H  -3.26  -0.89  0.07
C  -2.03  1.86  -1.42
C  -2.15  2.28  -0.06
H  -1.90  3.25  0.32
H  -2.74  1.15  1.78
H  -2.61  -0.07  -2.41
H  -1.76  2.48  -2.27
C  0.33  -1.71  3.23
C  0.48  -1.46  1.75
O  -0.30  -1.81  0.87
H  -0.35  -0.97  3.67
H  1.31  -1.63  3.72
H  -0.08  -2.72  3.36

Calculated values
Frontier orbital gap = 0.1653 Eh
LUMO level = 2.255 eV
Total charge = -1
2S+1 = 1

Entry 5:
This record from the Open Molecules 2025 dataset describes 2 unconnected molecules or ions with the total composition C4H6O2 at a distorted geometry. The level of theory is ωB97M-V/def2-TZVPD.

Cartesian coordinates (Å):
O  -0.02  1.18  -1.31
C  0.11  0.04  -0.54
C  -0.89  -1.15  -0.59
C  -0.86  -0.29  0.59
C  1.39  -0.26  -0.13
O  2.45  -0.49  0.27
H  -0.58  1.76  -0.76
H  -0.54  -2.18  -0.61
H  -1.61  -0.91  -1.37
H  -0.39  -0.73  1.48
H  0.11  1.42  1.46
H  0.83  1.61  1.49

Calculated values
Frontier orbital gap (alpha / beta) = 0.2975 / 0.2975 Eh
LUMO level (alpha / beta) = 0.085 / 0.085 eV
2S+1 = 1
ΔE to the lowest compared entry with this formula, charge and spin = 133.92 kcal/mol